# 1
21
Properties=species:S:1:pos:R:3 method="wB97M-V/def2-TZVPD" energy_ev=-9965.5769 spin_multiplicity=1 orbital_gap_ha=0.293 de_lowest_kj_mol=540.1 mol_weight_g_mol=115.18
C 0.237 -0.669 -0.355
H 1.191 1.289 -2.816
H -0.464 -0.968 2.521
C -1.804 0.555 1.656
H 1.498 -0.627 1.236
H -2.156 0.091 0.719
H 1.943 -1.527 -0.847
H -2.570 0.345 2.403
H -0.182 -2.635 -1.256
H -0.457 -2.533 0.529
N 1.048 -0.220 -1.501
H -1.782 1.622 1.391
H 0.999 0.999 0.851
H 1.084 -2.628 -0.006
C -0.438 0.037 2.091
C 0.117 -2.139 -0.327
C 0.689 1.083 -1.841
H -0.707 -0.281 -0.768
O -0.108 1.797 -1.294
H -0.148 0.712 2.897
C 0.614 -0.012 0.969

# 2
21
Properties=species:S:1:pos:R:3 method="wB97M-V/def2-TZVPD" smiles="C=CCN/C=C/C.O" energy_ev=-9968.3504 spin_multiplicity=1 orbital_gap_ha=0.358 de_lowest_kj_mol=272.5 mol_weight_g_mol=115.18
H -4.856 -5.145 2.050
O -4.841 -4.217 2.326
H 0.054 2.715 2.763
H 0.026 3.877 1.562
C 0.690 3.217 2.059
H 1.411 3.833 2.555
C 0.423 -0.855 -3.088
N 1.362 0.842 -0.889
H 0.584 -0.697 0.264
C 1.119 -0.580 -0.678
H 0.181 -1.543 -3.891
H 2.078 -1.090 -0.589
C 1.377 2.336 1.049
C 0.742 1.663 0.106
H -3.891 -4.096 2.475
H 2.455 2.354 1.052
H 1.028 1.137 -1.793
H 0.197 -2.311 -1.628
C 0.533 -1.317 -1.853
H 0.636 0.130 -3.457
H -0.353 1.644 0.091

# 3
21
Properties=species:S:1:pos:R:3 method="wB97M-V/def2-TZVPD" smiles="C=CC[C@H](CO)NC" energy_ev=-9968.3063 spin_multiplicity=1 orbital_gap_ha=0.373 de_lowest_kj_mol=276.7 mol_weight_g_mol=115.18
H 2.022 -0.569 1.654
C -0.286 -0.675 0.192
H 2.732 0.523 -1.167
H -0.853 1.772 -1.087
H -1.739 2.423 0.184
C -0.824 1.853 -0.001
C 2.091 0.108 -0.406
H -1.664 -1.342 -1.418
H -0.348 0.751 1.621
H -2.740 -0.185 0.320
H 0.137 2.347 0.180
C -1.495 -1.498 -0.352
C 2.461 0.027 0.861
O -2.742 -1.161 0.321
H 0.016 -1.248 1.070
H 0.942 -1.393 -1.389
H 3.453 0.339 1.172
H -1.481 -2.532 -0.003
C 0.717 -0.450 -0.892
H 0.484 0.304 -1.643
N -0.881 0.606 0.782

# 4
21
Properties=species:S:1:pos:R:3 method="wB97M-V/def2-TZVPD" smiles="C/C=C/C/C=C/N.O" energy_ev=-9968.8818 spin_multiplicity=1 orbital_gap_ha=0.307 de_lowest_kj_mol=221.2 mol_weight_g_mol=115.18
C -0.166 0.615 0.814
H -3.929 -1.493 0.951
H -2.718 -2.598 0.443
H 0.279 -1.655 -0.868
C -3.205 -1.659 0.166
H -1.203 -1.063 1.859
H 0.403 0.895 1.700
N 1.930 -0.910 -2.002
C -2.220 -0.531 0.094
C -1.233 -0.440 0.975
H 2.506 3.240 0.200
H -2.282 0.264 -0.638
H -0.639 1.568 0.589
H 2.589 -0.150 -1.956
C 0.877 0.254 -0.217
O 2.344 2.896 1.086
H 2.375 -1.802 -2.146
C 0.959 -0.832 -0.986
H 3.202 3.022 1.436
H -3.799 -1.920 -0.711
H 1.621 1.036 -0.301